C13H10CeF5N as an isolated structure at a distorted geometry. Source: the Open Molecules 2025 dataset; level of theory: ωB97M-V with the def2-TZVPD basis set.

The calculation puts the LUMO energy (spin up / spin down) at 2.7 / 2.7 eV. The relative energy (zero: lowest compared OMol25 entry of this formula, charge and spin) comes out at 74.60 kJ/mol. As for the HOMO energy (spin up / spin down): -2.7 / -3.7 eV. The value obtained for the gap between HOMO and LUMO (spin up / spin down) is 5.4 / 6.4 eV. As for the multiplicity: 2. As for the total charge: -1.

Each line ends with the Löwdin spin population.
CARTESIAN COORDINATES (ANGSTROEM)
C: -0.65917 0.71780 -2.94472  0.00
C: 0.71189 0.37517 -3.14322  0.00
C: 1.50973 1.17963 -2.27378  0.00
C: 0.62602 2.03779 -1.53426  0.00
C: -0.71669 1.73841 -1.93241  0.01
Ce: 0.20980 -0.37535 -0.62326  1.00
N: -1.33228 -1.50867 -0.85258  -0.02
C: 0.24721 -3.33780 -1.31685  0.00
C: 1.27803 -2.66726 -1.90225  0.00
H: 2.59153 1.15296 -2.18601  0.00
H: 1.08453 -0.37068 -3.84338  0.00
H: 0.92305 2.76988 -0.78476  0.00
H: -1.62705 2.21389 -1.55735  0.00
H: -1.51466 0.29544 -3.47491  0.00
H: 1.25502 -2.36395 -2.95538  0.00
H: -0.66859 -3.61436 -1.85334  0.00
H: -2.30270 -1.84854 -0.76228  0.00
H: 2.19086 -2.45259 -1.32650  0.00
H: 0.29099 -3.64201 -0.25652  0.00
F: 0.23571 -1.58268 1.82590  0.00
C: -0.00851 -0.34244 2.42584  0.00
C: -0.02601 0.79159 1.61942  0.00
C: -0.32662 2.01959 2.18494  0.00
F: -0.41984 3.14636 1.42224  0.00
C: -0.59746 2.10849 3.56059  0.00
F: -0.92470 3.29478 4.11600  0.00
C: -0.57231 0.95703 4.35787  0.00
F: -0.88612 1.03570 5.66844  0.00
C: -0.27766 -0.30039 3.79517  0.00
F: -0.29400 -1.42779 4.54731  0.00


An isolated molecule of C7H12O at a distorted geometry. Source: the Open Molecules 2025 dataset; level of theory: ωB97M-V with the def2-TZVPD basis set.

The calculation puts the LUMO energy at 0.9 eV. The relative energy (zero: lowest compared OMol25 entry of this formula, charge and spin) comes out at 221.10 kJ/mol. The SMILES is C/C=C(\C)CCC=O. As for the HOMO energy: -9.1 eV. The value obtained for the gap between HOMO and LUMO is 10.0 eV.

Each line ends with the Löwdin charge.
CARTESIAN COORDINATES (ANGSTROEM)
O: 3.65022 -0.17736 1.56378  0.03
C: 2.60616 0.41868 1.49531  -0.28
C: 1.46389 -0.44598 1.26692  -0.15
C: -0.04136 0.06145 1.36202  -0.12
C: -0.73220 0.01502 -0.04183  -0.33
C: -0.33911 0.69922 -1.07515  -0.19
C: -0.83682 0.71408 -2.43669  -0.11
C: -1.82330 -1.00004 -0.13258  -0.08
H: 2.57059 1.54048 1.66521  0.14
H: 1.56835 -1.06742 0.37470  0.13
H: 1.64281 -1.29863 1.97531  0.14
H: -0.07431 1.11042 1.66301  0.10
H: -0.69889 -0.31946 2.11770  0.09
H: 0.30269 1.58382 -0.96622  0.12
H: -1.36576 1.65851 -2.75502  0.10
H: 0.01875 0.29968 -3.12258  0.13
H: -1.58775 0.06893 -2.59954  0.01
H: -2.78773 -0.36714 -0.23974  0.12
H: -1.72286 -1.80533 -0.90136  0.08
H: -1.81338 -1.68891 0.78675  0.09


C25H37AsBrN2Si3Ti as an isolated structure. Source: the Open Molecules 2025 dataset; level of theory: ωB97M-V with the def2-TZVPD basis set.

The calculation puts the LUMO energy at -10.7 eV. The relative energy (zero: lowest compared OMol25 entry of this formula, charge and spin) comes out at 12.04 kJ/mol. As for the HOMO energy: -17.1 eV. The value obtained for the gap between HOMO and LUMO is 6.4 eV. As for the total charge: +3.

Each line ends with the Löwdin charge.
CARTESIAN COORDINATES (ANGSTROEM)
Ti: 0.14003 1.27931 -0.32054  0.65
Br: 2.03446 2.46122 -1.66211  1.01
C: 1.60132 1.55953 -3.31513  -0.50
C: 2.35268 1.82537 -4.41601  -0.05
C: 1.99059 1.18202 -5.62164  0.00
C: 0.91150 0.34419 -5.65614  0.03
C: 0.14192 0.09106 -4.49050  -0.13
C: -0.99618 -0.75018 -4.51562  0.06
C: -1.75418 -0.97626 -3.39027  -0.02
C: -1.38830 -0.38590 -2.17575  -0.10
C: -0.27163 0.43605 -2.08879  -0.25
C: 0.49675 0.70468 -3.26481  -0.23
H: 3.19366 2.50553 -4.38751  0.13
H: 2.57298 1.37254 -6.51229  0.14
H: 0.62493 -0.13550 -6.58350  0.14
H: -1.27529 -1.21162 -5.45559  0.14
H: -2.63100 -1.60783 -3.43951  0.13
H: -1.99312 -0.59906 -1.29996  0.09
N: -5.95733 5.34605 0.47956  0.26
C: -5.02242 4.68894 0.36792  -0.12
C: -3.85434 3.87051 0.23348  -0.14
C: -2.67510 4.40496 -0.28660  0.06
C: -1.58297 3.58042 -0.40551  -0.07
N: -1.60819 2.28225 -0.01976  -0.08
C: -2.75322 1.77031 0.48441  -0.08
C: -3.88900 2.52763 0.61943  0.06
H: -2.61831 5.43813 -0.60007  0.15
H: -0.65615 3.96220 -0.82224  0.12
H: -2.73712 0.72971 0.78054  0.10
H: -4.79339 2.08896 1.01808  0.15
C: -2.32547 -1.37410 2.89017  -0.20
Si: -0.74923 -0.44867 3.15327  0.38
C: 0.34765 -1.25989 4.38474  -0.18
C: -0.97567 1.37049 3.48734  -0.19
As: 0.40649 -0.75700 0.97130  0.88
Si: 2.69336 -0.03296 1.42200  0.36
C: 3.47932 -0.88931 2.85510  -0.17
C: 3.61352 -0.32244 -0.16732  -0.22
C: 2.37163 1.79170 1.79555  -0.22
Si: 0.28925 -3.07347 0.06852  0.40
C: 1.03135 -4.00620 1.46740  -0.19
C: -1.51186 -3.37712 -0.21469  -0.19
C: 1.30909 -2.96081 -1.45686  -0.18
H: -2.96946 -1.24720 3.76544  0.07
H: -2.12523 -2.44307 2.78670  0.04
H: -2.89251 -1.05266 2.01476  0.02
H: -0.20534 -1.31149 5.32904  0.07
H: 1.26100 -0.69582 4.57102  0.03
H: 0.61052 -2.28061 4.10277  0.04
H: -2.03667 1.61180 3.58211  0.05
H: -0.54403 2.04128 2.74315  0.00
H: -0.50410 1.61532 4.44201  0.06
H: 3.01988 -1.84361 3.10845  0.03
H: 3.46526 -0.25922 3.74509  0.05
H: 4.52186 -1.08389 2.59111  0.06
H: 4.19002 -1.24682 -0.07959  0.06
H: 4.32996 0.48292 -0.34768  0.05
H: 2.97395 -0.42268 -1.04497  0.00
H: 2.10361 1.91829 2.84682  0.06
H: 1.53225 2.27322 1.25750  -0.04
H: 3.25230 2.40359 1.58621  0.07
H: 0.33679 -4.07956 2.30636  0.04
H: 1.96439 -3.55795 1.81085  0.03
H: 1.26193 -5.02506 1.14050  0.07
H: -2.14598 -2.58665 0.18587  0.01
H: -1.80662 -4.30629 0.27914  0.06
H: -1.71920 -3.48256 -1.28091  0.04
H: 2.37421 -2.90781 -1.22862  0.04
H: 1.02554 -2.09919 -2.06432  0.02
H: 1.14266 -3.85976 -2.05887  0.07


C64H68BrN9O3SiSr as an isolated structure. Source: the Open Molecules 2025 dataset; level of theory: ωB97M-V with the def2-TZVPD basis set.

The calculation puts the LUMO energy at 0.2 eV. The relative energy (zero: lowest compared OMol25 entry of this formula, charge and spin) comes out at 0.00 kJ/mol. As for the HOMO energy: -6.2 eV. The value obtained for the gap between HOMO and LUMO is 6.4 eV.

Each line ends with the Löwdin charge.
CARTESIAN COORDINATES (ANGSTROEM)
Sr: -0.07465 0.10876 -0.54141  1.46
N: 1.20325 3.13707 1.94589  0.15
C: -0.13392 2.90132 2.18750  -0.38
C: -0.79429 3.59177 3.21369  -0.02
C: -2.13038 3.34867 3.43214  -0.06
C: -2.79964 2.42818 2.63150  -0.06
C: -2.07570 1.80441 1.64335  -0.15
N: -0.76947 2.02587 1.40245  0.07
H: 1.74338 3.51923 2.70222  0.10
H: 1.69098 2.45709 1.38699  0.05
H: -0.24260 4.29831 3.82312  0.11
H: -2.65102 3.86475 4.22954  0.11
H: -3.83996 2.17284 2.78775  0.10
H: -2.54468 1.03579 1.03582  0.08
C: 0.99685 -2.26623 6.30324  -0.11
C: 0.24735 -3.36010 5.88730  -0.10
C: -0.51360 -3.28195 4.72516  -0.09
C: -0.54209 -2.11772 3.95197  -0.24
C: 0.21646 -1.02505 4.39540  -0.11
C: 0.97932 -1.09527 5.55516  -0.10
Si: -1.56484 -1.95302 2.36558  0.44
C: -1.72370 -3.69183 1.68870  -0.21
C: -2.93368 -4.38632 1.59866  -0.08
C: -2.99433 -5.65240 1.02294  -0.10
C: -1.84206 -6.24374 0.51834  -0.10
C: -0.62629 -5.56873 0.60293  -0.08
C: -0.56990 -4.31042 1.18972  -0.10
C: -3.18509 -1.20094 2.93680  -0.20
C: -4.22396 -1.00322 2.01763  -0.10
C: -5.43955 -0.45352 2.39995  -0.08
C: -5.63754 -0.08005 3.72765  -0.10
C: -4.62272 -0.27133 4.65802  -0.09
C: -3.41098 -0.83381 4.26572  -0.08
H: 1.59304 -2.32743 7.20548  0.10
H: 0.25945 -4.27793 6.46648  0.10
H: -1.08555 -4.15109 4.40729  0.10
H: 0.21703 -0.10419 3.81506  0.10
H: 1.56262 -0.23838 5.87422  0.10
H: -3.84474 -3.93140 1.98234  0.10
H: -3.94032 -6.18164 0.97254  0.10
H: -1.88778 -7.22990 0.06986  0.10
H: 0.27669 -6.02667 0.21579  0.10
H: 0.38673 -3.79290 1.25028  0.08
H: -4.07152 -1.27677 0.97845  0.09
H: -6.22567 -0.31672 1.66483  0.10
H: -6.58249 0.35437 4.03460  0.10
H: -4.77321 0.01691 5.69228  0.10
H: -2.62927 -0.97925 5.00403  0.10
N: -3.78884 -4.21518 -4.51257  0.14
C: -3.01645 -3.31918 -3.81601  -0.34
C: -2.75055 -2.04019 -4.31820  -0.02
C: -1.94454 -1.18749 -3.59299  -0.16
N: -1.39900 -1.49420 -2.40938  0.01
C: -1.64954 -2.72750 -1.94156  -0.14
C: -2.42812 -3.65850 -2.59498  -0.02
H: -4.39047 -3.85962 -5.23416  0.10
H: -4.14197 -5.01414 -4.01588  0.10
H: -3.16309 -1.72042 -5.26792  0.12
H: -1.72914 -0.19720 -3.98561  0.10
H: -1.23182 -2.97447 -0.97212  0.09
H: -2.58484 -4.63354 -2.14418  0.11
C: 4.76623 2.88047 -4.73344  -0.06
C: 3.77670 2.70627 -3.60611  -0.28
C: 3.17047 3.82509 -3.02762  -0.05
C: 2.28133 3.64796 -1.97068  -0.30
C: 1.58333 4.82866 -1.33803  -0.05
C: 2.01941 2.36838 -1.51026  -0.10
C: 2.58174 1.18256 -2.07870  -0.34
C: 3.48845 1.42609 -3.15180  -0.01
N: 2.17015 -0.00320 -1.57005  -0.10
C: 2.73232 -1.29224 -1.96895  -0.47
C: 2.39430 -1.68978 -3.42312  -0.08
C: 2.90918 -3.10009 -3.74306  -0.28
C: 2.22968 -4.11680 -2.81654  -0.11
C: 2.56003 -3.76682 -1.36156  -0.28
C: 4.07422 -3.83733 -1.14725  -0.12
C: 4.75673 -2.81943 -2.06643  -0.28
C: 4.42750 -3.14641 -3.52918  -0.12
C: 4.25201 -1.41028 -1.72852  -0.08
C: 2.07133 -2.34862 -1.05624  -0.12
H: 4.75291 3.90126 -5.11813  0.07
H: 4.54738 2.19998 -5.55880  0.08
H: 5.78199 2.66355 -4.39357  0.08
H: 3.39501 4.82202 -3.39383  0.10
H: 1.87822 5.76318 -1.81792  0.07
H: 1.81142 4.90040 -0.27183  0.06
H: 0.49610 4.73034 -1.42397  0.07
H: 1.30547 2.28798 -0.69111  0.05
H: 3.96857 0.59905 -3.65537  0.09
H: 2.81470 -0.97399 -4.13302  0.11
H: 1.30418 -1.64966 -3.53631  0.11
H: 2.68036 -3.34323 -4.78403  0.13
H: 2.57329 -5.13117 -3.04924  0.12
H: 1.14354 -4.09457 -2.97058  0.11
H: 2.06099 -4.47002 -0.68705  0.12
H: 4.43912 -4.84878 -1.36238  0.12
H: 4.31158 -3.61740 -0.10003  0.10
H: 5.83903 -2.86130 -1.91914  0.14
H: 4.81202 -4.14031 -3.78620  0.12
H: 4.91951 -2.42614 -4.19325  0.12
H: 4.80135 -0.67210 -2.31530  0.11
H: 4.44365 -1.18622 -0.67343  0.11
H: 2.27462 -2.08538 -0.01592  0.08
H: 0.98011 -2.32983 -1.20064  0.08
C: -7.48918 -4.42578 -0.59413  -0.05
C: -6.88878 -3.12043 -1.05422  -0.28
C: -5.56790 -3.03664 -1.47531  -0.04
C: -5.02671 -1.83701 -1.90400  -0.02
C: -5.80007 -0.67586 -1.91937  -0.21
N: -5.16594 0.50384 -2.36164  0.15
C: -5.67117 1.77759 -2.40194  -0.51
O: -6.82024 2.08313 -2.16014  0.07
N: -4.74676 2.74607 -2.79030  0.13
C: -3.37261 2.60621 -2.99265  -0.24
C: -2.74690 3.13370 -4.11917  0.01
C: -1.37959 2.94946 -4.28346  -0.02
C: -0.68011 2.22865 -3.31857  -0.12
N: -1.28713 1.75053 -2.22794  -0.01
C: -2.57705 1.97458 -2.06375  -0.10
C: -7.12668 -0.73338 -1.50512  -0.01
C: -7.64988 -1.95013 -1.07913  -0.04
H: -6.71527 -5.17005 -0.39337  0.07
H: -8.15985 -4.83673 -1.35190  0.08
H: -8.07154 -4.28947 0.31841  0.08
H: -4.93630 -3.92157 -1.45266  0.10
H: -3.98110 -1.79628 -2.21206  0.07
H: -4.22623 0.37000 -2.69510  0.11
H: -5.18875 3.60809 -3.06145  0.15
H: -3.33615 3.65809 -4.86395  0.12
H: -0.85951 3.34035 -5.14694  0.11
H: 0.38760 2.04880 -3.40639  0.11
H: -3.02057 1.59181 -1.14749  0.12
H: -7.73648 0.16053 -1.51510  0.10
H: -8.68407 -1.98315 -0.75014  0.11
O: -0.45020 -1.06408 1.46380  -0.38
O: -1.69002 -1.12055 0.61021  -0.46
Br: 2.97237 -3.13799 2.97666  0.80
C: 3.58036 -1.35262 2.77053  -0.73
C: 4.53256 -0.86482 3.65599  -0.11
C: 5.00519 0.41602 3.43561  -0.07
C: 4.53583 1.13864 2.34626  -0.06
C: 3.58476 0.55041 1.53170  -0.14
N: 3.09127 -0.67331 1.75932  0.06
H: 4.88775 -1.47703 4.47264  0.10
H: 5.75223 0.83893 4.09697  0.11
H: 4.91240 2.12775 2.12063  0.11
H: 3.21876 1.03899 0.62839  0.09